The following is a DFT calculation (the ωB97M-V functional and the def2-TZVPD basis) of a cluster of 3 separate species, C45H70Br2ClN3O6P2S in total at a distorted geometry.

Positions of all 130 atoms, in Å:
Br 0.657 -6.255 -0.694
Br 1.403 -1.911 0.768
Cl -2.256 -5.487 -3.176
S -1.561 -0.016 -3.566
P -3.969 3.852 0.332
P -4.502 1.121 2.601
O -5.665 2.370 2.582
O -1.335 -0.786 3.774
O -3.280 1.484 3.751
O -3.372 -1.678 1.341
O -0.836 6.507 -1.897
O -2.801 -3.051 -4.257
N -2.080 -2.199 -1.202
N -3.330 4.229 1.777
N -5.279 -0.207 3.094
C 7.570 1.761 -4.169
C 7.169 -3.035 -0.816
C 1.994 -2.625 -3.482
C -6.505 5.075 3.869
C -3.424 2.067 -0.099
C 0.254 -3.382 -1.523
C -2.322 0.399 -1.910
C 4.416 -1.700 -4.195
C 8.317 -5.874 -1.478
C 0.364 -1.611 5.398
C -2.498 -0.810 -0.931
C -6.256 6.585 3.888
C -1.321 4.025 -1.980
C -1.002 -0.763 5.198
C -0.359 -1.354 -3.109
C -2.502 3.048 -2.555
C -0.797 -2.285 -1.927
C 9.715 -5.554 -1.991
C 2.044 -4.640 1.501
C 7.210 -5.174 -2.268
C 5.512 -1.710 -5.324
C -2.759 1.842 -1.510
C -2.764 -3.733 -3.207
C 3.391 -2.926 -4.206
C -9.059 7.708 4.732
C -5.652 4.312 4.872
C -2.116 -2.164 1.900
C 0.029 -4.410 -0.307
C 4.317 -0.585 -3.125
C 0.995 -1.507 -3.873
C 1.395 -0.525 -5.082
C -6.591 7.285 5.208
C 7.238 -3.643 -2.218
C -3.662 0.869 0.905
C 0.753 -3.773 1.027
C 5.878 -3.365 -0.081
C -1.650 5.495 -2.540
C -3.171 -3.009 -1.838
C -3.175 -0.569 0.473
C 1.616 -3.549 -2.290
C 5.376 0.549 -3.170
C 6.500 0.552 -4.254
C 6.571 -0.564 -5.353
C -8.034 7.115 5.688
C -2.051 -2.012 3.500
H 5.563 -2.538 -6.118
H 2.592 -3.960 2.262
H 0.596 -2.128 4.394
H -0.869 0.350 5.471
H 5.866 -2.879 0.897
H 8.027 -3.357 -0.215
H 8.496 1.334 -3.641
H 1.209 -0.883 5.632
H 7.395 -0.528 -6.156
H -1.516 -2.957 3.897
H -3.128 -1.966 3.882
H 7.251 -1.947 -0.906
H -4.587 4.480 4.684
H -3.434 3.677 -2.751
H 1.892 -1.142 -5.903
H -10.067 7.589 5.138
H -4.847 -0.526 3.975
H -1.085 -4.500 -0.011
H -5.844 3.241 4.792
H -3.481 -3.841 -1.094
H 9.819 -5.842 -3.041
H -0.268 6.107 -1.198
H 7.145 2.644 -3.561
H 3.130 -3.144 -5.312
H -3.487 4.811 -0.613
H -6.828 7.046 3.076
H 5.009 -3.010 -0.645
H 10.463 -6.105 -1.414
H -9.036 7.215 3.757
H 0.183 -2.403 6.197
H -8.259 6.058 5.859
H -4.109 4.428 2.426
H 9.945 -4.490 -1.900
H -5.916 6.928 5.993
H -5.200 6.772 3.657
H 2.781 -4.805 0.647
H 0.423 -0.064 -5.499
H -6.042 2.514 1.685
H 7.271 -5.486 -3.317
H -2.781 5.720 -2.446
H 8.144 -3.279 -2.714
H 2.349 -4.384 -1.991
H -2.125 2.681 -3.569
H -6.280 4.700 2.865
H -1.391 5.546 -3.668
H -5.403 3.929 0.334
H 0.038 -3.786 1.935
H 8.249 -5.620 -0.415
H 7.810 2.093 -5.239
H 3.880 -3.857 -3.725
H -4.111 -2.344 -1.937
H 2.132 0.283 -4.718
H 8.161 -6.956 -1.545
H 5.768 -4.440 0.082
H 3.468 -0.663 -2.369
H -1.269 -1.629 1.352
H -8.880 8.777 4.582
H 6.398 -3.262 -2.810
H -7.564 4.859 4.046
H -8.137 7.611 6.660
H -6.379 8.355 5.096
H 6.240 -5.533 -1.906
H 5.291 1.366 -2.373
H 1.760 -5.583 2.078
H -1.881 -1.252 5.749
H -5.872 4.612 5.900
H -3.641 1.164 4.614
H -2.056 -3.289 1.633
H -0.273 3.644 -2.254
H -1.447 4.046 -0.845

The value obtained for the HOMO energy is -8.3 eV. As for the net charge: 0. The max |F| comes out at 5.5 eV Å⁻¹. As for the orbital gap: 7.480 eV. For the LUMO energy, the calculation gives -0.9 eV.

These are the Löwdin partial charges, in e, on atoms 1 to 99: 0.70, 0.73, 0.61, 0.93, 0.76, 0.69, -0.25, -0.22, -0.22, -0.13, -0.11, 0.00, -0.08, -0.29, -0.19, -0.10, -0.26, -0.13, -0.28, -0.22, -0.21, -0.29, -0.19, -0.27, -0.08, -0.10, -0.22, -0.18, -0.24, -0.32, -0.19, -0.17, -0.12, -0.22, -0.23, -0.03, -0.16, -0.66, -0.15, -0.12, -0.11, -0.15, -0.63, -0.03, -0.15, -0.07, -0.23, -0.22, -0.11, -0.67, -0.11, -0.27, -0.12, -0.10, 0.00, -0.03, -0.21, -0.03, -0.27, -0.18, 0.10, 0.07, 0.07, 0.13, 0.07, 0.10, 0.08, 0.08, 0.10, 0.13, 0.12, 0.10, 0.08, 0.10, 0.08, 0.07, -0.04, 0.08, 0.05, 0.12, 0.07, 0.09, 0.08, 0.12, 0.00, 0.10, 0.06, 0.07, 0.06, 0.08, 0.10, -0.07, 0.07, 0.10, 0.11, 0.06, 0.06, 0.04, 0.11

***

The following is a DFT calculation (the ωB97M-V functional and the def2-TZVPD basis) of a cluster of 7 separate species, C45H71N6O9 in total at a distorted geometry.

Positions of all 131 atoms, in Å:
O 1.255 -3.717 -1.240
O 1.388 -6.765 -5.612
O -4.453 1.049 0.362
O -6.372 0.076 1.169
O 1.886 -8.697 -6.690
O 3.293 -7.736 -5.470
O -0.315 -3.082 0.018
O 0.588 -1.645 -1.142
O -5.689 1.928 1.938
N 2.253 -9.903 2.863
N 0.678 3.795 5.259
N 4.728 6.184 -1.933
N -3.519 9.100 6.704
N 6.300 -0.695 -2.175
N -4.825 2.929 -5.776
C 6.335 -2.136 -2.106
C 2.457 -10.196 5.247
C 1.663 2.672 5.025
C 0.520 -2.821 -0.802
C 4.292 7.578 -1.748
C -6.164 6.091 -3.874
C -3.576 0.820 -5.912
C -4.119 7.950 6.267
C 5.414 3.455 -2.181
C -3.381 2.341 -5.957
C -0.390 -10.745 0.177
C 1.475 -10.273 4.120
C 4.134 3.869 -1.877
C -0.006 -12.171 -0.430
C 3.784 5.290 -1.881
C 5.155 1.207 -3.149
C 6.963 0.072 -1.382
C -0.972 5.885 5.827
C -2.235 9.251 6.844
C 2.314 -8.336 2.612
C -1.050 5.185 4.578
C 0.095 -10.373 1.539
C 3.638 -10.454 3.178
C 3.860 -10.089 4.654
C 6.776 1.488 -1.362
C 0.075 5.571 6.694
C -6.181 4.701 -4.602
C -5.626 1.075 1.082
C 6.408 4.412 -2.304
C 2.186 -7.766 -5.928
C -5.679 1.773 -5.227
C 5.758 2.037 -2.202
C 6.006 5.793 -2.183
C -3.255 6.882 5.910
C 0.907 4.475 6.373
C -0.177 4.117 4.327
C -5.686 5.966 -2.383
C 5.490 -0.178 -3.080
C -1.835 7.015 6.076
C -5.029 0.594 -5.968
C -4.837 4.072 -4.746
C -4.369 10.275 6.998
C -1.402 8.209 6.575
C 1.637 -10.596 1.681
C -5.240 3.349 -7.220
H -5.175 7.954 6.039
H 2.090 -6.353 -5.101
H -4.017 10.854 7.852
H 3.648 -11.542 3.118
H -4.943 2.609 -7.964
H 5.050 -0.925 -3.724
H -3.625 5.897 5.666
H 5.364 -2.575 -1.878
H 7.182 -2.573 -1.577
H 7.419 4.069 -2.471
H 2.130 2.786 4.046
H 6.618 -2.483 -3.100
H 7.347 2.196 -0.780
H 2.582 -7.739 3.484
H -1.798 5.353 3.817
H 0.647 -9.567 4.196
H 1.787 -11.663 1.845
H -4.365 10.912 6.114
H -4.713 5.502 -2.224
H 2.529 2.799 5.675
H -4.191 4.885 -5.076
H -4.363 3.650 -3.859
H -5.425 -0.308 -5.501
H -7.210 6.388 -3.940
H -3.069 0.441 -6.799
H -5.555 6.760 -4.482
H 2.115 -10.254 0.763
H -4.533 4.158 -7.403
H 3.919 7.734 -0.736
H 1.203 1.685 4.978
H 3.594 7.926 -2.510
H -5.380 9.917 7.193
H 3.078 -8.194 1.846
H -6.778 4.084 -3.931
H 2.302 -9.348 5.914
H 3.276 3.217 -1.809
H -1.472 -10.614 0.158
H -0.279 -9.355 1.642
H -0.307 3.486 3.461
H -5.679 1.759 -4.137
H 0.766 -4.369 -0.733
H 1.717 4.173 7.021
H -5.601 6.940 -1.901
H 4.381 1.426 -3.870
H 0.335 6.171 7.553
H -1.808 10.200 7.130
H 1.057 -12.105 -0.661
H -0.325 8.287 6.591
H 4.290 -9.098 4.799
H -3.087 0.415 -5.026
H 4.641 -10.735 5.055
H 6.746 6.578 -2.126
H 2.775 5.609 -1.663
H 7.671 -0.469 -0.772
H -6.631 2.115 -5.633
H -6.837 4.755 -5.471
H -2.831 2.671 -6.839
H -2.725 2.482 -5.098
H -5.456 0.555 -6.970
H 1.060 -11.268 3.962
H -4.248 0.225 -0.085
H 1.361 -7.987 2.215
H 2.368 -11.035 5.936
H -0.446 -11.000 2.248
H 4.397 -9.982 2.553
H -6.481 5.547 -1.765
H -6.282 3.599 -7.416
H 5.225 8.141 -1.719
H -0.100 -13.052 0.204
H 0.143 -10.037 -0.458
H -0.405 -12.432 -1.410

The value obtained for the HOMO energy is -9.0 eV. As for the net charge: +3. The max |F| comes out at 7.9 eV Å⁻¹. As for the orbital gap: 0.872 eV. For the LUMO energy, the calculation gives -8.2 eV.

These are the Löwdin partial charges, in e, on atoms 1 to 99: 0.14, 0.11, 0.03, 0.00, 0.05, 0.04, 0.00, -0.06, 0.00, -0.24, -0.09, -0.12, -0.10, -0.12, -0.22, 0.03, -0.15, 0.05, -1.09, 0.03, -0.21, -0.16, 0.06, -0.20, -0.08, -0.23, -0.10, 0.07, -0.07, 0.00, 0.08, 0.00, -0.15, -0.02, 0.08, 0.08, -0.21, -0.09, -0.15, 0.08, 0.06, -0.21, -0.87, 0.07, -0.93, -0.06, -0.16, 0.05, 0.08, 0.01, -0.01, -0.09, 0.03, -0.16, -0.16, -0.14, 0.04, 0.02, -0.11, 0.04, 0.15, 0.09, 0.11, 0.14, 0.10, 0.15, 0.13, 0.13, 0.12, 0.14, 0.10, 0.12, 0.12, 0.11, 0.13, 0.14, 0.14, 0.12, 0.06, 0.10, 0.13, 0.14, 0.13, 0.11, 0.13, 0.10, 0.14, 0.11, 0.11, 0.12, 0.12, 0.11, 0.10, 0.12, 0.12, 0.13, 0.11, 0.11, 0.16